1.
{
  "formula": "C5H25N2O7",
  "method": "wB97M-V/def2-TZVPD",
  "species": ["N", "C", "C", "N", "C", "C", "C", "O", "H", "H", "H", "H", "H", "H", "H", "H", "H", "H", "H", "H", "H", "H", "H", "O", "H", "H", "O", "H", "H", "O", "H", "H", "O", "H", "H", "O", "H", "H", "O"],
  "xyz": [[0.35075, 0.45180, 1.40261], [0.74373, -0.89659, 1.87171], [-0.31304, -1.96004, 1.39145], [-0.21029, -2.44205, 0.00510], [-2.62467, -2.86642, -0.89507], [-1.29674, -2.02540, -0.91902], [-0.56493, -1.78680, -2.37473], [0.59433, -1.37071, -2.36314], [-0.67374, 0.31500, 1.29550], [0.72325, 0.48551, 0.44524], [0.70009, 1.27996, 1.88722], [0.76197, -1.00678, 2.86736], [1.72050, -1.29472, 1.39154], [-1.34201, -1.81319, 1.55952], [-0.20673, -2.87223, 2.09839], [0.74474, -2.18435, -0.30051], [-2.53922, -3.72530, -0.26212], [-3.45579, -2.22755, -0.37954], [-2.92545, -3.18342, -1.80545], [-1.64768, -1.04813, -0.71328], [-1.29115, -1.77533, -3.16926], [4.33012, -0.76070, -1.93981], [3.02445, -1.24046, -2.69681], [3.43447, -0.87820, -1.80185], [-2.82620, 1.09416, -0.09664], [-3.15093, 0.53410, 1.31910], [-2.70418, 0.30488, 0.50608], [-0.66000, 4.05031, 1.84255], [-0.39347, 3.13672, 0.64368], [0.08529, 3.64661, 1.29188], [2.24917, 2.25172, -0.89734], [2.26009, 0.77198, -1.35141], [1.69471, 1.47338, -1.15302], [2.76349, 3.46644, 1.35299], [3.17344, 2.54758, 2.32605], [2.95830, 2.51025, 1.28286], [-1.87530, 3.38179, -1.08956], [-0.38728, 2.96334, -1.47775], [-1.22409, 2.69282, -1.09450]],
  "de_lowest_kj_mol": 174.57,
  "charge": 2,
  "lumo_ha": [-0.2352, -0.4064],
  "multiplicity": 2,
  "e_homo_ev": [-17.19, -17.19]
}

2.
{
  "formula": "C5H25O10Sr",
  "method": "wB97M-V/def2-TZVPD",
  "species": ["Sr", "C", "C", "O", "O", "H", "H", "H", "C", "O", "H", "H", "H", "H", "C", "O", "H", "H", "H", "H", "C", "O", "H", "H", "H", "H", "O", "H", "H", "O", "H", "H", "O", "H", "H", "O", "H", "H", "O", "H", "H"],
  "xyz": [[8.46595, -7.37754, -27.41599], [8.26902, -7.41228, -22.88545], [8.58075, -7.31078, -24.36627], [9.40032, -7.97811, -25.03300], [7.92842, -6.36107, -24.92205], [7.43698, -6.79521, -22.56591], [9.18588, -7.24913, -22.32121], [7.92058, -8.43416, -22.68897], [6.26722, -10.98733, -23.29420], [6.88742, -11.50119, -22.10138], [5.69907, -10.06950, -23.13294], [7.05916, -10.67983, -23.98981], [5.61907, -11.79103, -23.63770], [6.98911, -12.44403, -22.25163], [10.83997, -10.40499, -21.85313], [9.71655, -11.05846, -22.42637], [10.98057, -9.43201, -22.34279], [10.81250, -10.24979, -20.77616], [11.71978, -10.97770, -22.13880], [8.88768, -10.73184, -22.04584], [11.74973, -5.39152, -21.93387], [12.72688, -6.10441, -22.66465], [12.25664, -4.62903, -21.33244], [11.22883, -4.77211, -22.67170], [11.01063, -5.96091, -21.37128], [13.09648, -6.82207, -22.14420], [6.39598, -4.15723, -23.55511], [7.11919, -3.81193, -23.01938], [6.76215, -4.92531, -24.01474], [6.63910, -5.75566, -27.52591], [6.24463, -5.41498, -26.70092], [6.12074, -5.35374, -28.24093], [12.31105, -8.25114, -25.20928], [11.39284, -8.22940, -24.90775], [12.31442, -8.84807, -25.96598], [10.22797, -10.60418, -25.34015], [9.92220, -11.01767, -24.51769], [9.87617, -9.70546, -25.26471], [9.78390, -3.81257, -24.86083], [9.35807, -4.48429, -24.31419], [9.94624, -4.25393, -25.69802]],
  "charge": 1,
  "lumo_ha": -0.2000,
  "e_homo_ev": -12.16
}

3.
{
  "formula": "C5H26N2O7",
  "method": "wB97M-V/def2-TZVPD",
  "species": ["C", "C", "C", "C", "N", "C", "N", "H", "H", "H", "H", "H", "H", "H", "H", "H", "H", "H", "H", "H", "H", "O", "H", "H", "O", "H", "H", "O", "H", "H", "O", "H", "H", "O", "H", "H", "O", "H", "H", "O"],
  "xyz": [[-1.02224, 1.54454, -0.39658], [-0.34565, 1.13882, -1.73930], [1.04864, 0.59242, -1.40085], [1.61191, -0.45695, -1.97930], [2.84641, -0.91522, -1.52994], [3.48339, -2.03594, -1.52593], [-1.21696, 0.37455, 0.52249], [-0.45530, 2.38563, 0.07024], [-1.95355, 2.05970, -0.78668], [-0.75181, 0.34963, -2.39987], [-0.41189, 2.05680, -2.33240], [1.60951, 1.03513, -0.56284], [1.16290, -0.95990, -2.86974], [3.17117, -0.22425, -0.80694], [4.50795, -1.95914, -1.22922], [3.23242, -2.99910, -1.86328], [-0.49049, -0.32549, 0.55084], [-1.23595, 0.81457, 1.47608], [-2.19134, 0.07040, 0.46271], [-0.88794, -0.84958, 3.43815], [-0.71564, 0.44293, 4.38930], [-0.76965, 0.10470, 3.49266], [0.25338, 4.67301, 0.10744], [1.38375, 4.11246, 0.77768], [0.82681, 3.88854, 0.00845], [-2.28566, -2.79841, -0.82912], [-0.76841, -2.47529, -0.89162], [-1.63408, -2.09277, -0.72006], [2.57915, -4.00753, 0.86687], [2.50761, -2.63662, 1.36636], [2.96684, -3.14168, 0.66340], [-3.81220, 1.73399, 1.98885], [-3.68314, 1.38638, 0.45932], [-3.21787, 1.77787, 1.23217], [-4.32318, -0.89928, -0.87057], [-4.31683, 0.39685, -1.76213], [-4.23105, 0.05522, -0.86637], [2.36518, -1.12682, 2.44609], [0.97073, -0.32969, 2.53467], [1.65672, -0.66976, 1.94351]],
  "de_lowest_kj_mol": 125.51,
  "charge": 2,
  "lumo_ha": -0.2614,
  "e_homo_ev": -16.59
}

4.
{
  "formula": "C5H26N2O8",
  "method": "wB97M-V/def2-TZVPD",
  "species": ["O", "C", "N", "C", "C", "C", "N", "C", "H", "H", "H", "H", "H", "H", "H", "H", "H", "H", "H", "H", "H", "H", "O", "H", "H", "O", "H", "H", "O", "H", "H", "O", "H", "H", "O", "H", "H", "O", "H", "H", "O"],
  "xyz": [[-0.36553, 2.17460, 3.04707], [0.09183, 1.04271, 2.86511], [0.99734, 0.71023, 1.76404], [1.17988, -0.73561, 1.24545], [2.20222, -0.64348, 0.10215], [2.39482, -2.04361, -0.65348], [1.56983, -2.23656, -1.94180], [1.55882, -1.56880, 2.49781], [0.07343, 0.34262, 3.67533], [1.24335, 1.35763, 1.14286], [0.13873, -1.01863, 0.78292], [3.17195, -0.54034, 0.62306], [1.94191, 0.23215, -0.49693], [3.48584, -2.21755, -0.72462], [2.14457, -2.93055, 0.02577], [0.76805, -1.64203, -1.91884], [2.29862, -1.96600, -2.58597], [2.13397, -2.43765, 2.47796], [2.31170, -0.97755, 2.99163], [0.55716, -1.80367, 3.02789], [-1.37336, -3.62596, -1.04011], [-2.69687, -2.92459, -1.48056], [-2.19302, -3.08922, -0.78453], [-0.24112, 1.50954, -2.93632], [1.21972, 1.77555, -3.40232], [0.47751, 1.17934, -3.50708], [-2.46889, 1.63621, -0.05277], [-3.89724, 1.21912, 0.01900], [-3.23688, 1.40385, -0.57342], [-0.24905, 2.61143, -1.05563], [-0.10007, 3.78454, -2.14996], [-0.02880, 2.79305, -1.94479], [-2.59931, 0.03476, 2.43180], [-2.05154, -1.13912, 1.66468], [-1.80574, -0.37161, 2.09141], [-1.51870, 0.37366, -1.78915], [-2.11021, 0.17329, -3.19074], [-1.59926, -0.24419, -2.40045], [-1.91202, 3.34385, 0.27154], [-0.56271, 3.00245, 1.41164], [-0.95093, 3.45615, 0.47035]],
  "de_lowest_kj_mol": 529.26,
  "charge": 1,
  "lumo_ha": [-0.1388, -0.3386],
  "multiplicity": 2,
  "e_homo_ev": [-12.68, -12.41]
}

5.
{
  "formula": "C5H26N2O9",
  "method": "wB97M-V/def2-TZVPD",
  "species": ["O", "C", "C", "C", "C", "C", "N", "N", "H", "H", "H", "H", "H", "H", "H", "H", "H", "H", "H", "H", "O", "H", "H", "O", "H", "H", "O", "H", "H", "O", "H", "H", "O", "H", "H", "O", "H", "H", "O", "H", "H", "O"],
  "xyz": [[-0.60222, 2.39884, 2.27964], [-0.34679, 3.13831, 1.35622], [0.81431, 2.93190, 0.38492], [2.09659, 2.29867, 0.92109], [2.38813, 1.01604, 0.09763], [2.54075, 0.88482, -1.22336], [2.54305, -0.34511, -1.86566], [2.15160, -0.14002, 0.94618], [-0.95639, 4.03901, 1.24048], [1.01879, 3.96355, 0.07017], [0.41336, 2.39686, -0.48799], [2.31006, 2.00199, 1.97279], [3.02625, 2.87211, 0.62942], [2.65509, 1.73123, -1.91045], [3.38725, -0.62206, -2.35704], [1.97437, -1.09690, -1.51267], [2.72707, -0.95533, 0.67453], [1.17498, -0.45150, 0.85214], [0.02322, 0.23085, 2.45155], [-1.42112, 0.32120, 1.90123], [-0.76337, -0.29214, 2.25299], [-0.13332, -2.27412, 1.51047], [-0.83537, -2.39368, 2.77281], [-0.66496, -2.93230, 1.98141], [0.62499, 1.46051, -3.30072], [-0.69347, 1.52267, -2.50278], [-0.07137, 2.06346, -3.02205], [-1.95936, -2.42434, 0.99222], [-3.48913, -2.56116, 0.62166], [-2.74724, -1.94818, 0.60065], [-1.60445, -2.33880, -2.45318], [-1.99789, -2.77966, -0.99550], [-1.42263, -2.97170, -1.75311], [0.87579, -4.00862, -0.10575], [0.05151, -3.04522, -0.93266], [0.79594, -3.06462, -0.27968], [-3.94863, 0.81599, 0.56222], [-2.73202, -0.19596, 0.43372], [-3.00624, 0.70277, 0.70672], [-2.12777, 0.15080, -0.90892], [-0.65369, -0.16517, -1.02571], [-1.41567, 0.06499, -1.57565]],
  "de_lowest_kj_mol": 149.82,
  "lumo_ha": 0.0061,
  "e_homo_ev": -8.07,
  "smiles": "N/C=C(\\N)CCC=O.O.O.O.O.O.O.O.O"
}

6.
{
  "formula": "C5H26N3O5",
  "method": "wB97M-V/def2-TZVPD",
  "species": ["C", "C", "C", "C", "N", "C", "N", "N", "H", "H", "H", "H", "H", "H", "H", "H", "H", "H", "H", "H", "H", "H", "H", "H", "H", "H", "O", "H", "H", "O", "H", "H", "O", "H", "H", "O", "H", "H", "O"],
  "xyz": [[2.08072, 0.48310, -2.15201], [0.82415, 1.33752, -2.53079], [-0.25253, 1.82775, -1.54449], [-1.33541, 0.82209, -1.13658], [-0.67502, -0.28180, -0.43212], [-1.41371, -1.55535, -0.45734], [-1.20438, -2.25158, 0.79508], [2.13024, 0.22283, -0.65512], [2.94002, 1.09864, -2.35124], [2.01173, -0.48372, -2.61303], [0.40308, 0.84301, -3.41010], [1.21267, 2.24624, -2.99782], [0.25410, 2.10665, -0.61455], [-0.71391, 2.68691, -2.02814], [-1.83320, 0.41996, -2.01667], [-2.04983, 1.31953, -0.47798], [-0.41807, -0.04792, 0.51730], [-1.11629, -2.13541, -1.33776], [-2.47275, -1.33728, -0.64246], [-1.22882, -3.25776, 0.71316], [-1.89735, -1.94114, 1.46382], [1.49096, -0.52225, -0.39804], [3.07200, -0.02274, -0.36689], [1.70891, 1.05490, -0.26121], [-0.48609, 3.81696, 1.67903], [-1.52862, 3.59915, 2.63458], [-0.86151, 3.06996, 2.16930], [1.81146, -2.69414, -0.42961], [0.80583, -2.52708, -1.48112], [1.76880, -2.50065, -1.37980], [1.49724, -2.20721, 3.20091], [0.71683, -2.23168, 1.88956], [1.50864, -1.85699, 2.30433], [0.51501, 0.19041, 2.07841], [1.24657, 1.25323, 2.68863], [1.00893, 0.97537, 1.79192], [-3.53069, 0.53748, 0.75412], [-4.26286, -0.24556, 1.83323], [-3.38040, -0.02901, 1.51704]],
  "de_lowest_kj_mol": 109.96,
  "charge": 1,
  "lumo_ha": -0.0854,
  "e_homo_ev": -12.30
}